Computed, not measured: an isolated molecule of C5H12N2 in a non-equilibrium geometry, with wB97M-V/def2-TZVPD.

Frontier orbital gap in hartree: 0.308
SMILES: CN/C=C/CCN

Geometry (Å):
C1 1.922 -2.014 1.604
N1 1.064 -0.821 1.477
C2 0.904 -0.435 0.165
C3 0.663 0.824 -0.315
C4 -0.253 0.900 -1.521
C5 -1.622 1.398 -1.043
N2 -2.534 0.354 -0.526
H1 1.711 -2.823 0.910
H2 3.001 -1.847 1.457
H3 1.809 -2.446 2.606
H4 1.314 -0.181 2.220
H5 1.076 -1.131 -0.650
H6 1.476 1.549 -0.245
H7 -0.422 -0.088 -1.976
H8 0.166 1.490 -2.353
H9 -1.524 2.224 -0.337
H10 -2.037 1.861 -1.955
H11 -3.291 0.844 -0.064
H12 -1.954 -0.030 0.225

Formally, the Löwdin partial charges of the atoms, in units of the elementary charge, are as follows:
1 C -0.123
2 N -0.047
3 C -0.206
4 C -0.148
5 C -0.238
6 C -0.324
7 N -0.006
8 H 0.075
9 H 0.079
10 H 0.076
11 H 0.125
12 H 0.120
13 H 0.099
14 H 0.108
15 H 0.103
16 H 0.097
17 H 0.101
18 H 0.057
19 H 0.052


Computed, not measured: C20H27AsF10N2Si2V as an isolated structure in a non-equilibrium geometry, with wB97M-V/def2-TZVPD.

Frontier orbital gap (alpha / beta) in hartree: 0.281 / 0.252
Spin multiplicity: 3
Charge: -1
<S²>: 2.069

Geometry (Å):
V1 -0.166 0.673 -0.383
C1 -2.698 0.791 -3.102
N1 -2.471 1.662 -1.962
C2 -2.837 3.027 -2.305
C3 -3.197 1.218 -0.787
C4 -2.898 -0.237 -0.427
N2 -1.504 -0.601 -0.725
C5 -1.282 -1.932 -1.062
C6 -0.412 -2.238 -2.116
F1 0.163 -1.248 -2.817
C7 -0.152 -3.536 -2.502
F2 0.698 -3.746 -3.521
C8 -0.754 -4.610 -1.880
C9 -1.640 -4.327 -0.865
F3 -2.264 -5.331 -0.222
C10 -1.908 -3.029 -0.468
F4 -2.776 -2.852 0.544
H1 -3.774 0.689 -3.328
H2 -2.281 -0.198 -2.919
H3 -2.205 1.210 -3.979
H4 -3.890 3.088 -2.631
H5 -2.199 3.388 -3.111
H6 -2.696 3.680 -1.449
H7 -4.290 1.306 -0.927
H8 -2.925 1.886 0.034
H9 -3.565 -0.898 -0.988
H10 -3.139 -0.372 0.631
H11 -0.539 -5.626 -2.175
C11 -0.779 -1.497 2.591
Si1 -0.087 0.174 2.035
C12 -0.936 1.439 3.155
C13 1.741 0.119 2.543
C14 2.169 0.266 3.868
C15 3.514 0.211 4.201
C16 4.461 0.000 3.204
C17 4.049 -0.157 1.889
C18 2.696 -0.099 1.536
Si2 2.088 -0.352 -0.252
C19 2.426 -2.207 -0.530
C20 3.351 0.507 -1.380
H12 -0.519 -1.656 3.643
H13 -0.342 -2.315 2.012
H14 -1.865 -1.560 2.493
H15 -0.789 1.195 4.213
H16 -2.014 1.456 2.965
H17 -0.550 2.445 2.976
H18 1.440 0.436 4.656
H19 3.827 0.337 5.231
H20 5.516 -0.035 3.454
H21 4.799 -0.319 1.118
H22 3.428 -2.446 -0.156
H23 2.391 -2.476 -1.590
H24 1.713 -2.838 0.009
H25 4.239 -0.116 -1.534
H26 3.668 1.464 -0.959
H27 2.913 0.713 -2.360
F5 0.549 2.351 -1.667
As1 0.752 3.718 -0.504
F6 -0.800 3.184 0.132
F7 1.425 2.485 0.528
F8 0.885 4.916 0.701
F9 2.282 4.063 -1.175
F10 -0.041 4.760 -1.605

Formally, the Löwdin partial charges of the atoms, in units of the elementary charge, are as follows:
1 V 0.603
2 C -0.086
3 N -0.283
4 C -0.105
5 C -0.214
6 C -0.209
7 N -0.175
8 C -0.176
9 C -0.193
10 F 0.081
11 C -0.229
12 F 0.084
13 C 0.063
14 C -0.214
15 F 0.079
16 C -0.154
17 F 0.081
18 H 0.092
19 H 0.067
20 H 0.091
21 H 0.085
22 H 0.086
23 H 0.074
24 H 0.123
25 H 0.108
26 H 0.118
27 H 0.106
28 H 0.132
29 C -0.212
30 Si 0.534
31 C -0.228
32 C -0.308
33 C -0.107
34 C -0.113
35 C -0.111
36 C -0.107
37 C -0.312
38 Si 0.536
39 C -0.217
40 C -0.230
41 H 0.025
42 H 0.020
43 H 0.010
44 H 0.013
45 H 0.013
46 H 0.019
47 H 0.088
48 H 0.088
49 H 0.089
50 H 0.095
51 H 0.021
52 H 0.014
53 H 0.018
54 H 0.016
55 H 0.017
56 H 0.014
57 F -0.304
58 As 0.739
59 F -0.263
60 F -0.256
61 F -0.209
62 F -0.208
63 F -0.218


Computed, not measured: an isolated molecule of C19H23N3O5S2 in a non-equilibrium geometry, with wB97M-V/def2-TZVPD.

Frontier orbital gap in hartree: 0.331
SMILES: CN(c1ccc(C(=O)Nc2ccc(S(=O)(=O)N3CCCC3)cc2)cc1)S(C)(=O)=O

Geometry (Å):
C1 -3.682 -2.145 -1.422
N1 -4.201 -1.132 -0.533
C2 -3.572 0.101 -0.438
C3 -2.405 0.376 -1.161
C4 -1.769 1.595 -1.043
C5 -2.274 2.582 -0.203
C6 -1.643 3.920 -0.096
O1 -2.276 4.953 -0.112
N2 -0.268 3.967 -0.044
C7 0.657 2.974 0.254
C8 1.954 3.092 -0.254
C9 2.901 2.124 0.015
C10 2.559 1.037 0.797
S1 3.791 -0.220 1.104
O2 3.178 -1.279 1.862
O3 4.974 0.390 1.633
N3 4.120 -0.671 -0.488
C11 3.168 -1.643 -0.990
C12 3.781 -3.001 -0.639
C13 5.285 -2.759 -0.821
C14 5.447 -1.228 -0.713
C15 1.292 0.922 1.337
C16 0.342 1.892 1.079
C17 -3.465 2.333 0.474
C18 -4.098 1.112 0.373
S2 -5.272 -1.667 0.660
C19 -4.235 -1.730 2.143
O4 -5.649 -3.001 0.313
O5 -6.316 -0.712 0.860
H1 -3.697 -1.788 -2.452
H2 -4.340 -3.005 -1.335
H3 -2.665 -2.443 -1.150
H4 -1.987 -0.358 -1.828
H5 -0.877 1.780 -1.623
H6 0.110 4.894 -0.201
H7 2.208 3.946 -0.865
H8 3.905 2.194 -0.369
H9 2.199 -1.473 -0.522
H10 3.079 -1.512 -2.073
H11 3.404 -3.805 -1.268
H12 3.556 -3.222 0.403
H13 5.615 -3.103 -1.801
H14 5.867 -3.277 -0.062
H15 6.087 -0.919 0.112
H16 5.842 -0.804 -1.641
H17 1.074 0.076 1.969
H18 -0.638 1.821 1.522
H19 -3.888 3.112 1.089
H20 -5.027 0.948 0.891
H21 -4.877 -1.984 2.977
H22 -3.781 -0.759 2.294
H23 -3.490 -2.498 1.989

Formally, the Löwdin partial charges of the atoms, in units of the elementary charge, are as follows:
1 C -0.080
2 N -0.214
3 C -0.247
4 C -0.002
5 C -0.027
6 C -0.174
7 C -0.426
8 O 0.094
9 N 0.139
10 C -0.243
11 C -0.001
12 C -0.048
13 C -0.280
14 S 0.682
15 O -0.288
16 O -0.280
17 N -0.236
18 C -0.204
19 C -0.166
20 C -0.150
21 C -0.185
22 C -0.038
23 C -0.007
24 C 0.004
25 C -0.020
26 S 0.639
27 C -0.098
28 O -0.294
29 O -0.284
30 H 0.101
31 H 0.076
32 H 0.097
33 H 0.101
34 H 0.126
35 H 0.159
36 H 0.117
37 H 0.119
38 H 0.113
39 H 0.127
40 H 0.109
41 H 0.099
42 H 0.105
43 H 0.108
44 H 0.106
45 H 0.120
46 H 0.116
47 H 0.119
48 H 0.127
49 H 0.092
50 H 0.071
51 H 0.055
52 H 0.069


Computed, not measured: C26H40Cl3N4O3SiZn as an isolated structure in a non-equilibrium geometry, with wB97M-V/def2-TZVPD.

Frontier orbital gap in hartree: 0.280
Charge: -1

Geometry (Å):
C1 1.424 -1.257 -4.333
C2 0.946 0.112 -4.004
H1 1.337 -1.459 -5.401
H2 0.836 -1.997 -3.773
H3 2.473 -1.355 -4.018
C3 0.400 0.948 -4.918
C4 0.240 0.634 -6.373
H4 0.137 1.974 -4.653
H5 0.067 -0.433 -6.580
H6 1.105 0.956 -6.981
H7 -0.625 1.207 -6.737
Zn1 0.925 -1.652 -0.306
Cl1 3.115 -1.697 -0.165
Cl2 -0.809 -3.032 0.144
C5 0.051 2.555 0.887
O1 -0.937 1.832 1.021
N1 0.043 3.890 1.105
C6 -1.194 4.570 1.436
C7 1.237 4.711 0.992
H8 1.045 2.174 0.575
H9 -1.974 3.820 1.594
H10 -1.487 5.244 0.619
H11 -1.045 5.166 2.344
H12 2.102 4.072 0.768
H13 1.415 5.253 1.934
H14 1.131 5.450 0.182
H15 -1.611 -1.332 -3.328
H16 -2.018 1.128 -3.773
C8 -2.425 -1.351 -2.591
C9 -2.925 0.962 -3.174
N2 -2.656 0.002 -2.125
H17 -2.144 -1.997 -1.759
C10 -2.958 0.310 -0.822
O2 -3.241 -0.488 0.058
H18 -3.247 1.904 -2.719
H19 -2.915 1.404 -0.633
H20 -3.316 -1.746 -3.102
H21 -3.709 0.593 -3.854
O3 0.258 -0.243 -1.723
C11 1.088 0.496 -2.523
C12 -0.227 2.658 -2.234
C13 1.002 2.039 -2.360
H22 -1.088 2.006 -2.034
C14 -0.337 4.044 -2.341
H23 2.117 0.227 -2.219
C15 2.168 2.820 -2.423
H24 -1.322 4.514 -2.323
C16 0.824 4.829 -2.432
C17 2.076 4.212 -2.467
H25 3.122 2.296 -2.434
H26 0.757 5.916 -2.469
H27 2.993 4.803 -2.509
Si1 0.533 -5.062 -0.621
Cl3 1.266 -3.730 -2.167
C18 -1.242 -5.714 -0.606
C19 1.598 -4.901 0.930
C20 1.179 -6.757 -1.440
H28 -2.014 -5.025 -0.950
H29 -1.514 -6.000 0.422
H30 -1.344 -6.585 -1.246
H31 0.456 -7.051 -2.213
H32 1.251 -7.600 -0.734
H33 2.153 -6.631 -1.921
H34 1.609 -3.901 1.385
H35 2.647 -5.162 0.693
H36 1.231 -5.602 1.701
N3 -0.812 0.327 7.130
C21 -0.532 0.159 6.006
C22 -0.194 -0.130 4.625
C23 -1.159 -0.695 3.795
C24 -0.877 -0.866 2.435
N4 0.361 -0.714 1.952
C25 1.288 -0.176 2.743
C26 1.056 0.161 4.086
H37 -2.120 -1.006 4.200
H38 -1.640 -1.182 1.726
H39 2.281 -0.018 2.309
H40 1.857 0.596 4.680

Formally, the Löwdin partial charges of the atoms, in units of the elementary charge, are as follows:
1 C -0.073
2 C -0.224
3 H 0.062
4 H -0.004
5 H 0.093
6 C -0.129
7 C -0.117
8 H 0.096
9 H 0.062
10 H 0.076
11 H 0.064
12 Zn 0.124
13 Cl -0.067
14 Cl 0.291
15 C -0.316
16 O -0.002
17 N -0.187
18 C -0.046
19 C -0.062
20 H 0.141
21 H 0.086
22 H 0.086
23 H 0.084
24 H 0.090
25 H 0.084
26 H 0.073
27 H 0.083
28 H 0.068
29 C -0.060
30 C -0.081
31 N -0.191
32 H 0.022
33 C -0.330
34 O -0.007
35 H 0.084
36 H 0.122
37 H 0.087
38 H 0.088
39 O -0.285
40 C -0.427
41 C -0.069
42 C -0.177
43 H 0.088
44 C -0.081
45 H 0.096
46 C -0.031
47 H 0.100
48 C -0.131
49 C -0.108
50 H 0.114
51 H 0.092
52 H 0.096
53 Si 0.046
54 Cl 0.324
55 C -0.288
56 C -0.253
57 C -0.259
58 H -0.007
59 H 0.035
60 H 0.005
61 H 0.002
62 H 0.018
63 H -0.003
64 H -0.025
65 H 0.036
66 H 0.033
67 N 0.139
68 C -0.165
69 C -0.234
70 C 0.009
71 C -0.139
72 N 0.037
73 C -0.131
74 C -0.012
75 H 0.123
76 H 0.052
77 H 0.095
78 H 0.114


ΔE to the lowest compared entry with this formula, charge and spin across the listed records, respectively: 68.3; 0.0; 56.8; 27.0 kcal/mol.